No. 1
ORCA calculation (the ωB97M-V functional and the def2-TZVPD basis) on a molecular structure, C29H21F6N4O14PdS2 at a distorted geometry.

Geometry (Å):
Pd (0.22944, 0.14331, 0.05867)
O (-1.70224, 6.86453, -0.42381)
C (-0.52394, 6.38626, -1.04833)
C (-0.32604, 4.93111, -0.73572)
C (0.76423, 4.25661, -1.26331)
C (0.93071, 2.91947, -0.97902)
N (0.08249, 2.23376, -0.20667)
C (-0.98854, 2.87324, 0.29404)
C (-1.20725, 4.22592, 0.06137)
C (-1.93739, 2.07572, 1.12426)
C (-3.23283, 2.50310, 1.36142)
C (-4.08275, 1.70444, 2.11883)
C (-5.49756, 2.12946, 2.39729)
O (-5.59161, 2.94895, 3.56142)
C (-3.58380, 0.51742, 2.62020)
C (-2.27678, 0.14968, 2.32511)
N (-1.47475, 0.91613, 1.59597)
H (-1.81520, 7.79066, -0.65144)
H (0.35448, 6.94285, -0.70206)
H (-0.58409, 6.49910, -2.13652)
H (1.47717, 4.75647, -1.90716)
H (1.75473, 2.35726, -1.39327)
H (-2.05545, 4.73140, 0.49406)
H (-3.60396, 3.42343, 0.93173)
H (-6.13569, 1.24506, 2.49428)
H (-5.87894, 2.73428, 1.57584)
H (-5.11220, 2.50744, 4.27054)
H (-4.21514, -0.15571, 3.18728)
H (-1.84566, -0.78683, 2.64059)
O (2.28840, 0.41797, -0.92872)
C (2.80932, 0.37683, 0.22580)
O (2.13743, 0.28492, 1.28647)
C (4.31095, 0.44362, 0.33039)
C (4.91460, 0.45618, 1.58240)
C (6.29224, 0.52470, 1.69089)
C (7.03923, 0.57685, 0.52578)
C (6.46443, 0.55821, -0.73318)
C (5.08488, 0.49117, -0.82230)
N (8.50330, 0.65484, 0.63053)
O (8.99445, 0.68773, 1.74331)
O (9.14866, 0.70585, -0.39969)
H (4.28388, 0.40679, 2.45943)
H (6.78990, 0.53666, 2.64887)
H (7.09240, 0.59390, -1.61070)
H (4.58499, 0.46851, -1.78100)
O (-0.19914, -2.11965, 2.11358)
C (0.05758, -2.63000, 1.02604)
O (0.32661, -2.01062, -0.05545)
C (-0.02125, -4.13370, 0.87705)
C (-0.31823, -4.91470, 1.98425)
C (-0.40575, -6.30575, 1.90037)
C (-0.17799, -6.86022, 0.66585)
O (-0.23195, -8.18721, 0.30155)
C (0.27317, -8.22347, -1.02876)
O (0.25315, -6.90346, -1.54497)
C (0.11563, -6.08493, -0.44149)
C (0.19783, -4.71899, -0.37680)
H (-0.47992, -4.40697, 2.92552)
H (-0.64228, -6.91957, 2.75882)
H (-0.36594, -8.86152, -1.63892)
H (1.30493, -8.59611, -1.01232)
H (0.40972, -4.10131, -1.23716)
F (-4.97794, -0.51434, -2.55526)
C (-4.38485, -0.26645, -1.39090)
F (-5.14987, -0.77939, -0.42482)
F (-4.34197, 1.06037, -1.21717)
S (-2.67342, -1.03956, -1.29153)
O (-2.57052, -1.40830, 0.08356)
O (-2.65597, -2.03426, -2.31362)
N (-1.66938, 0.20183, -1.51282)
S (-1.51874, 0.84131, -2.96982)
O (-2.62472, 0.54497, -3.82576)
O (-1.07118, 2.19606, -2.83073)
C (-0.05020, -0.05056, -3.71919)
F (1.04324, 0.70079, -3.61269)
F (-0.27644, -0.26677, -5.02100)
F (0.16526, -1.21676, -3.12925)

## Properties
<S²>: 2.0047
2S+1: 3
relative energy (zero: lowest compared OMol25 entry of this formula, charge and spin): 0.0 kJ/mol
lowest unoccupied orbital energy (alpha / beta): 1.26 / 1.27 eV
gap between HOMO and LUMO (alpha / beta): 0.256 / 0.257 hartree
electronic energy: -106494.3139 eV
total charge: -1
strongest force on any atom: 1.27 eV/Å
HOMO (alpha / beta): -0.210 / -0.211 hartree

---

No. 2
ORCA calculation (the ωB97M-V functional and the def2-TZVPD basis) on a molecular structure, C29H21FeN5O4Te at a distorted geometry.

Geometry (Å):
Fe (0.14363, 0.81689, 0.88543)
O (-1.56597, 1.70329, 3.84763)
C (-1.32547, 1.81259, 2.64353)
N (-0.13157, 2.32459, 2.15393)
C (0.94063, 2.60399, 3.07193)
O (0.95583, 3.63149, 3.74583)
C (1.98463, 1.64279, 2.93323)
C (3.22373, 1.78949, 3.59253)
C (4.23963, 0.91709, 3.32963)
C (4.02403, -0.09991, 2.37193)
C (2.79363, -0.18801, 1.76663)
N (1.77993, 0.62439, 2.03133)
C (-2.24977, 1.34269, 1.61543)
C (-3.58947, 1.05599, 1.89063)
C (-4.41277, 0.63979, 0.87163)
C (-3.86707, 0.47629, -0.41427)
C (-2.52387, 0.70369, -0.60047)
N (-1.72207, 1.13159, 0.37303)
H (3.32393, 2.61329, 4.28303)
H (5.19593, 0.99459, 3.82993)
H (4.80963, -0.79011, 2.11123)
H (2.58283, -0.94351, 1.02283)
H (-3.93757, 1.16909, 2.90563)
H (-5.45877, 0.43849, 1.04913)
H (-4.48547, 0.16409, -1.24017)
H (-2.05047, 0.53339, -1.55827)
C (-0.45007, -1.04971, 3.76083)
O (-0.37917, -0.94141, 2.35813)
C (-0.95917, -1.93091, 1.59973)
C (-1.73747, -2.94991, 2.10573)
C (-2.29877, -3.89821, 1.25473)
C (-2.06107, -3.81991, -0.10677)
C (-1.28187, -2.80781, -0.62357)
C (-0.71857, -1.82141, 0.20693)
N (0.02683, -0.77991, -0.27407)
N (0.10183, -0.72471, -1.58357)
C (0.84303, 0.10739, -2.29307)
C (1.74253, 1.08189, -1.72577)
O (1.66453, 1.42369, -0.49117)
C (2.70213, 1.67099, -2.57877)
C (2.70623, 1.45329, -3.93127)
C (1.68833, 0.68979, -4.54167)
C (1.56593, 0.59209, -5.94037)
C (0.53513, -0.10281, -6.51687)
C (-0.40607, -0.75231, -5.71017)
C (-0.29677, -0.69431, -4.34177)
C (0.73803, 0.02029, -3.72367)
H (-0.07107, -2.01861, 4.10003)
H (-1.47187, -0.89391, 4.11993)
H (0.18213, -0.25591, 4.15263)
H (-1.93047, -3.01801, 3.16503)
H (-2.91867, -4.68271, 1.66333)
H (-2.49207, -4.55571, -0.77107)
H (-1.09227, -2.73741, -1.68277)
H (3.42223, 2.33029, -2.11617)
H (3.46443, 1.91229, -4.55277)
H (2.29833, 1.09829, -6.55757)
H (0.44003, -0.14811, -7.59447)
H (-1.22397, -1.29011, -6.16967)
H (-1.02107, -1.18521, -3.70947)
Te (0.01093, 3.57099, 0.53663)

## Properties
<S²>: 0.7970
2S+1: 2
lowest unoccupied orbital energy (alpha / beta): 2.00 / 2.01 eV
gap between HOMO and LUMO (alpha / beta): 0.157 / 0.156 hartree
electronic energy: -87733.5375 eV
total charge: -1
strongest force on any atom: 3.86 eV/Å
HOMO (alpha / beta): -0.084 / -0.082 hartree

---

No. 3
ORCA calculation (the ωB97M-V functional and the def2-TZVPD basis) on a molecular structure, C29H22ClCuIN6O.

Geometry (Å):
Cu (0.10964, 0.42334, -1.31538)
C (2.22353, -4.42318, 2.37353)
C (1.76368, -3.04190, 1.99053)
C (0.64230, -2.45758, 2.58320)
C (0.17689, -1.21555, 2.19570)
C (0.81925, -0.46771, 1.19732)
N (0.35532, 0.71661, 0.66350)
C (-0.05037, 1.76997, 1.42368)
C (0.16710, 1.86643, 2.81209)
C (-0.20555, 2.97602, 3.54511)
C (-0.80205, 4.08313, 2.95046)
C (-1.16128, 5.31517, 3.73754)
C (-1.00133, 4.01808, 1.58052)
C (-0.65750, 2.90137, 0.83307)
N (-0.97347, 2.95373, -0.56702)
C (-2.10501, 3.45675, -1.08753)
C (-1.98138, 3.45879, -2.45847)
C (-0.71340, 2.92341, -2.68562)
N (-0.09605, 2.61532, -1.54391)
C (1.96097, -1.05859, 0.63338)
C (2.41014, -2.31837, 1.00154)
N (2.71585, -0.32291, -0.33797)
C (4.04848, -0.13206, -0.35363)
C (4.34729, 0.66832, -1.43194)
C (3.10842, 0.94071, -2.02219)
N (2.13432, 0.33574, -1.35931)
H (2.01877, -4.62655, 3.42453)
H (1.71022, -5.18734, 1.78541)
H (3.29432, -4.54379, 2.20793)
H (0.10837, -3.00306, 3.35323)
H (-0.71564, -0.80270, 2.64828)
H (0.65293, 1.04245, 3.31717)
H (-0.01316, 2.98565, 4.61273)
H (-1.34945, 5.07076, 4.78318)
H (-0.35632, 6.05389, 3.71281)
H (-2.05680, 5.79351, 3.33911)
H (-1.42911, 4.86841, 1.06058)
H (-2.91788, 3.75229, -0.44729)
H (-2.71234, 3.77339, -3.18141)
H (-0.22023, 2.72304, -3.62406)
H (3.28008, -2.73503, 0.50402)
H (4.67096, -0.56399, 0.41075)
H (5.31598, 1.02217, -1.73536)
H (2.87386, 1.55152, -2.87808)
Cl (-3.73941, -5.06284, -2.67672)
C (-3.16818, -3.46493, -2.28265)
C (-4.05099, -2.51190, -1.85697)
C (-3.62116, -1.21700, -1.52253)
I (-4.98948, 0.20641, -0.87038)
C (-2.28766, -0.84110, -1.60250)
O (-1.83198, 0.32898, -1.30404)
C (-1.37999, -1.85710, -2.06476)
N (-0.08119, -1.46310, -2.15266)
C (0.83236, -2.31759, -2.54693)
C (0.51390, -3.64088, -2.89177)
C (-0.78669, -4.05794, -2.82021)
C (-1.79212, -3.16062, -2.39952)
H (-5.09959, -2.76280, -1.77214)
H (1.85151, -1.95283, -2.59657)
H (1.29870, -4.31271, -3.20981)
H (-1.05841, -5.07175, -3.08162)

## Properties
<S²>: 0.7527
2S+1: 2
lowest unoccupied orbital energy (alpha / beta): -0.13 / -0.26 eV
gap between HOMO and LUMO (alpha / beta): 0.240 / 0.234 hartree
electronic energy: -106681.5198 eV
total charge: 0
strongest force on any atom: 0.27 eV/Å
HOMO (alpha / beta): -0.244 / -0.243 hartree

---

No. 4
ORCA calculation (the ωB97M-V functional and the def2-TZVPD basis) on a molecular structure, C29H22MnN6O5S3.

Geometry (Å):
Mn (0.31944, -0.34982, -0.86208)
S (5.01880, -3.52356, -0.00928)
C (6.22699, -4.50510, 0.68943)
C (6.34155, -4.29521, 2.02957)
C (5.42920, -3.31923, 2.50039)
C (4.63698, -2.80297, 1.51302)
C (3.58772, -1.78868, 1.62909)
C (2.68902, -1.56589, 0.56580)
N (1.72715, -0.67058, 0.61420)
C (1.56255, 0.05926, 1.73840)
C (2.39028, -0.08522, 2.85479)
C (2.10472, 0.71108, 4.01909)
C (1.03504, 1.53521, 4.04911)
C (0.14976, 1.66225, 2.91969)
C (-1.02492, 2.42258, 2.93325)
C (-1.84778, 2.42113, 1.82239)
C (-1.44761, 1.67113, 0.69818)
N (-0.32164, 0.99081, 0.63056)
C (0.44821, 0.95292, 1.75299)
C (-3.09944, 3.18015, 1.78104)
C (-3.48066, 4.22349, 2.57661)
C (-4.76410, 4.73197, 2.25368)
C (-5.33672, 4.06656, 1.21387)
S (-4.33539, 2.80979, 0.63316)
C (3.42661, -1.02293, 2.77214)
H (6.78286, -5.19026, 0.07237)
H (7.04194, -4.82336, 2.65761)
H (5.35319, -3.03460, 3.53911)
H (2.73528, -2.15302, -0.34614)
H (2.75056, 0.61602, 4.88178)
H (0.80980, 2.10620, 4.94045)
H (-1.30286, 2.96725, 3.82606)
H (-2.06052, 1.66504, -0.18982)
H (-2.85576, 4.63536, 3.35516)
H (-5.23555, 5.55593, 2.76654)
H (-6.30059, 4.23708, 0.76490)
H (4.09601, -1.14891, 3.61308)
O (-1.10951, -6.26149, -1.22723)
C (-0.82701, -5.09628, -1.15397)
C (0.11973, -4.33192, -2.07884)
O (0.68747, -4.77345, -3.06064)
C (0.15735, -2.98781, -1.54231)
C (-0.71255, -2.81571, -0.46356)
O (-0.86926, -1.66842, 0.08997)
C (-1.35083, -4.09876, -0.11333)
O (-2.12543, -4.33601, 0.78254)
O (0.86332, -1.96264, -1.97186)
C (-4.60428, 2.83977, -3.65895)
C (-3.14340, 3.21938, -3.41572)
C (-2.24965, 2.02605, -3.37563)
N (-1.59685, 1.65417, -2.34027)
N (-0.87389, 0.50344, -2.50424)
C (-0.97314, 0.01898, -3.72981)
N (-0.29420, -1.03349, -4.18732)
S (-2.02650, 0.95845, -4.74240)
H (-5.23561, 3.72670, -3.64440)
H (-4.95351, 2.15546, -2.88679)
H (-4.73014, 2.35147, -4.62576)
H (-3.03329, 3.71640, -2.45080)
H (-2.80527, 3.91274, -4.18854)
H (0.25250, -1.57715, -3.49389)
H (-0.56330, -1.46863, -5.05135)
N (1.97173, 0.53588, -1.88722)
H (2.41133, -0.30912, -2.24522)
H (2.65823, 1.05310, -1.35062)
H (1.70586, 1.10702, -2.68209)

## Properties
<S²>: 0.7938
2S+1: 2
relative energy (zero: lowest compared OMol25 entry of this formula, charge and spin): 12.9 kJ/mol
lowest unoccupied orbital energy (alpha / beta): -0.93 / -0.92 eV
gap between HOMO and LUMO (alpha / beta): 0.215 / 0.217 hartree
electronic energy: -113435.7336 eV
total charge: 0
strongest force on any atom: 0.47 eV/Å
HOMO (alpha / beta): -0.249 / -0.251 hartree

---

No. 5
ORCA calculation (the ωB97M-V functional and the def2-TZVPD basis) on 2 unconnected molecules or ions with the total composition C29H22N2O2 at a distorted geometry.

Geometry (Å):
C (-0.89687, -1.41510, 1.45806)
N (-2.27142, -1.77785, 1.45687)
O (-2.90406, -1.78389, 2.55223)
O (-2.81583, -2.03691, 0.33408)
C (0.00630, -2.36536, 0.84148)
C (-0.44231, -3.32267, -0.11490)
C (0.47346, -4.12632, -0.77118)
C (1.83661, -4.07398, -0.47229)
C (2.76610, -4.87755, -1.19676)
N (3.52954, -5.55113, -1.77404)
C (2.28090, -3.23218, 0.55824)
C (1.38245, -2.41015, 1.21729)
H (-0.53227, -0.96353, 2.40135)
H (-1.50383, -3.39957, -0.35580)
H (0.10800, -4.80100, -1.54479)
H (3.33725, -3.22158, 0.82589)
H (1.74964, -1.77218, 2.02978)
C (4.62577, 2.82476, -0.53043)
C (3.62305, 3.41125, 0.25684)
C (2.32407, 2.90054, 0.23808)
C (1.99673, 1.80694, -0.59518)
C (0.63768, 1.24213, -0.61421)
C (-0.11032, 1.20659, 0.57151)
C (-1.43380, 0.77998, 0.69786)
C (-2.31788, 1.17431, 1.79136)
C (-3.71664, 0.97128, 1.67736)
C (-4.56121, 1.21204, 2.74948)
C (-4.05261, 1.70299, 3.96341)
C (-2.68754, 1.99270, 4.05580)
C (-1.83908, 1.78990, 2.96554)
C (0.09445, 0.75960, -1.89163)
C (-0.77369, -0.34888, -1.95590)
C (-1.28442, -0.79566, -3.17133)
C (-0.96738, -0.11991, -4.35690)
C (-0.11023, 0.98972, -4.31624)
C (0.42055, 1.41772, -3.10596)
C (3.01121, 1.24574, -1.40440)
C (4.31389, 1.73665, -1.36036)
H (5.64785, 3.20794, -0.49374)
H (3.85768, 4.25817, 0.90759)
H (1.53838, 3.35006, 0.84761)
H (0.37393, 1.59515, 1.46701)
H (-1.96621, 0.48363, -0.20149)
H (-4.11924, 0.60625, 0.72625)
H (-5.62482, 0.98031, 2.65858)
H (-4.71052, 1.84469, 4.82300)
H (-2.26883, 2.36554, 4.99642)
H (-0.78260, 2.06508, 3.03443)
H (-1.05095, -0.84625, -1.01717)
H (-1.94309, -1.66727, -3.19492)
H (-1.37869, -0.45739, -5.30863)
H (0.16996, 1.49958, -5.24287)
H (1.11006, 2.26627, -3.08340)
H (2.76191, 0.40644, -2.05539)
H (5.08893, 1.27236, -1.97346)

## Properties
relative energy (zero: lowest compared OMol25 entry of this formula, charge and spin): 0.0 kJ/mol
lowest unoccupied orbital energy: -1.87 eV
gap between HOMO and LUMO: 0.211 hartree
electronic energy: -37500.0601 eV
total charge: 0
strongest force on any atom: 2.77 eV/Å
HOMO: -0.280 hartree

---

No. 6
ORCA calculation (the ωB97M-V functional and the def2-TZVPD basis) on a molecular structure, C29H22N2O6STc at a distorted geometry.

Geometry (Å):
Tc (0.27275, 0.24923, -0.36592)
O (6.12366, 2.23862, 0.65365)
C (4.87083, 1.82756, 0.43823)
C (4.49986, 0.96222, -0.58465)
C (3.17200, 0.63226, -0.70265)
N (2.21918, 1.05293, 0.13677)
C (2.58348, 1.90712, 1.09960)
C (3.88185, 2.32461, 1.28527)
C (1.55805, 2.50932, 2.01423)
O (1.75456, 3.48924, 2.64768)
O (0.34395, 1.85553, 2.18989)
C (2.65849, -0.20638, -1.83991)
O (3.36885, -0.94235, -2.46984)
O (1.36378, -0.01471, -2.01992)
H (6.73152, 1.85960, 0.00619)
H (5.20105, 0.55650, -1.30377)
H (4.11752, 3.03475, 2.06423)
S (-3.14338, -0.26607, -3.23720)
C (-2.99386, -1.80525, -2.44251)
C (-3.72904, -2.96286, -2.67585)
C (-3.47265, -4.06010, -1.87778)
C (-2.51295, -3.99741, -0.86032)
C (-1.78292, -2.84688, -0.63340)
C (-2.01979, -1.74575, -1.45113)
N (-1.40947, -0.48475, -1.36241)
C (-1.92359, 0.37273, -2.22656)
C (-1.45124, 1.73993, -2.19486)
C (-1.97173, 2.76311, -2.98798)
C (-1.48293, 4.04464, -2.83591)
C (-0.48049, 4.28909, -1.89821)
C (0.03880, 3.26471, -1.11907)
C (-0.43814, 1.96141, -1.24741)
H (-4.48309, -2.99985, -3.45068)
H (-4.02796, -4.97455, -2.03594)
H (-2.34396, -4.86465, -0.23583)
H (-1.05122, -2.79252, 0.16159)
H (-2.75083, 2.56098, -3.71482)
H (-1.87412, 4.85293, -3.43821)
H (-0.09818, 5.29524, -1.77718)
H (0.82963, 3.50432, -0.41660)
C (2.03542, -1.84522, 2.19187)
C (2.22062, -2.41983, 0.81520)
O (1.19095, -1.88869, -0.06106)
H (2.84523, -2.17438, 2.84401)
H (1.09056, -2.16894, 2.62735)
H (2.04972, -0.75401, 2.16140)
H (2.11963, -3.50473, 0.83121)
H (3.19934, -2.17263, 0.39963)
H (1.31374, -2.25007, -0.94978)
C (-0.17940, 0.98215, 1.33015)
C (-1.31541, 0.24681, 1.92245)
C (-2.56267, 0.25504, 1.30348)
C (-3.61947, -0.44527, 1.86991)
C (-3.42770, -1.14670, 3.04742)
C (-2.18805, -1.13147, 3.68754)
C (-1.13528, -0.43133, 3.13601)
H (-2.71102, 0.84130, 0.40854)
H (-4.59094, -0.43009, 1.39396)
H (-4.25162, -1.69309, 3.48791)
H (-2.05387, -1.65806, 4.62288)
H (-0.17802, -0.39528, 3.63909)

## Properties
relative energy (zero: lowest compared OMol25 entry of this formula, charge and spin): 28.3 kJ/mol
lowest unoccupied orbital energy (alpha / beta): -4.10 / -4.15 eV
gap between HOMO and LUMO (alpha / beta): 0.259 / 0.257 hartree
electronic energy: -58724.5254 eV
total charge: +1
strongest force on any atom: 1.18 eV/Å
HOMO (alpha / beta): -0.410 / -0.409 hartree